# 1
A 25-piece molecular cluster, C25H100N50O25 overall at a distorted geometry. Source: the Open Molecules 2025 dataset; level of theory: wB97M-V/def2-TZVPD.

Computed properties:
HOMO level   -8.07 eV
Frontier orbital gap   7.14 eV
ΔE to the lowest compared entry with this formula, charge and spin   406.0 kcal/mol
Total charge   0

Atoms and positions in Å:
C 0.9354 4.2144 -2.7321
O 1.5496 4.9168 -3.4552
N 1.4369 3.6543 -1.6844
N -0.2549 3.9468 -3.0712
H 0.8547 2.9882 -1.1971
H 2.3517 3.8336 -1.2957
H -0.9266 3.4259 -2.5256
H -0.3827 4.3621 -3.9829
C -0.6283 7.4359 -1.4623
O -1.0686 8.4822 -1.8284
N 0.6131 7.0865 -1.2046
N -1.3637 6.4522 -1.0968
H 1.2727 7.8129 -1.4441
H 0.8452 6.2231 -0.7347
H -1.1650 5.5819 -0.6244
H -2.3109 6.7895 -1.0013
C -1.8837 -5.8159 4.9721
O -2.9580 -5.3591 4.7915
N -0.7608 -5.2827 4.5552
N -1.8275 -6.9760 5.4785
H 0.0532 -5.8734 4.6470
H -0.8099 -4.3756 4.1137
H -2.7674 -7.3348 5.5684
H -1.1015 -7.6645 5.3414
C 1.1300 2.5136 5.2549
O 0.1003 2.1099 4.8477
N 2.3423 2.0995 4.9103
N 1.2885 3.3160 6.2526
H 3.0426 2.4256 5.5610
H 2.4981 1.5196 4.0982
H 2.2367 3.5181 6.5358
H 0.4569 3.5783 6.7624
C 5.4394 -0.5782 6.0790
O 6.2590 -1.3096 5.5598
N 4.6781 0.2230 5.4070
N 5.0784 -0.6887 7.3127
H 4.8802 0.4032 4.4340
H 3.8685 0.6306 5.8525
H 5.6617 -1.2278 7.9367
H 4.1981 -0.2890 7.6050
C -4.5242 -3.6496 2.4349
O -4.7615 -3.2301 1.3305
N -3.6848 -3.1078 3.2567
N -5.0897 -4.7264 2.9303
H -3.1067 -2.3624 2.8956
H -3.4570 -3.7384 4.0120
H -4.7381 -5.2979 3.6852
H -5.6010 -5.1300 2.1584
C 0.1049 0.5004 -0.1816
O 0.9079 1.2528 -0.8116
N -0.8851 0.0217 -0.7713
N 0.2861 0.0363 1.0415
H -1.1222 0.4464 -1.6565
H -1.6238 -0.5340 -0.3643
H -0.2976 -0.7553 1.2711
H 1.0172 0.3657 1.6555
C -2.6903 0.6315 2.0088
O -2.3507 -0.4795 2.1767
N -2.3753 1.4916 2.9321
N -3.5076 1.1116 1.0747
H -3.2649 1.8283 3.2715
H -1.6053 1.2352 3.5333
H -3.7751 2.0842 1.1265
H -3.7812 0.4806 0.3350
C 0.0379 -1.7498 4.3850
O -0.1045 -2.6805 3.4895
N -0.7714 -0.7757 4.4804
N 1.0677 -1.6955 5.1731
H -0.5422 0.0010 5.0839
H -1.5527 -0.7100 3.8437
H 1.6994 -2.4824 5.2143
H 1.0141 -1.0361 5.9362
C 3.7987 0.8534 1.4639
O 2.9900 1.2588 2.2804
N 5.0455 0.6684 1.7945
N 3.5087 0.7659 0.2260
H 5.7405 0.4069 1.1099
H 5.2612 0.9913 2.7268
H 4.2553 0.6343 -0.4412
H 2.6088 0.9440 -0.1966
C 1.1495 -0.4684 -4.1657
O 1.2243 -0.8623 -5.2485
N 1.0716 -1.2652 -3.1175
N 1.1537 0.7738 -3.8497
H 1.0310 -2.2637 -3.2640
H 1.2763 -0.9905 -2.1674
H 0.9661 1.4702 -4.5567
H 1.2380 0.9764 -2.8638
C 3.5404 5.6848 0.3873
O 3.3203 4.4859 0.4028
N 3.2053 6.5977 1.2621
N 3.8373 6.2376 -0.7012
H 2.6954 6.2879 2.0771
H 3.4926 7.5463 1.0678
H 3.7807 5.7615 -1.5902
H 3.5608 7.2090 -0.7052
C 2.8191 -2.8066 0.6886
O 3.8726 -3.2643 0.3805
N 2.5147 -2.5914 1.9460
N 1.9700 -2.5892 -0.1676
H 3.3294 -2.8989 2.4576
H 1.7712 -2.1100 2.4313
H 2.0853 -2.8714 -1.1305
H 1.0364 -2.3378 0.1242
C -0.0108 4.5772 1.5484
O 0.0924 5.7896 1.2275
N 0.9624 3.9692 2.0121
N -1.1170 3.8780 1.5254
H 1.8780 4.3244 1.7761
H 0.8443 3.0619 2.4399
H -1.9787 4.2861 1.1921
H -1.0554 2.8734 1.6094
C -1.6274 4.5792 -6.2686
O -0.4789 4.6993 -5.8758
N -2.0624 5.0558 -7.4548
N -2.6195 3.9481 -5.6796
H -3.0628 5.1949 -7.4497
H -1.4390 5.6501 -7.9823
H -3.3242 3.4567 -6.2107
H -2.3964 3.5738 -4.7685
C -2.0400 -5.2780 -4.7672
O -1.0567 -4.9822 -5.3127
N -2.4872 -6.4969 -4.6293
N -2.8800 -4.6215 -4.0089
H -3.4013 -6.5468 -4.2026
H -2.1779 -7.2451 -5.2331
H -2.5292 -3.6944 -3.8153
H -3.8371 -4.9433 -3.9875
C -0.7583 -4.1927 -0.3194
O -1.3065 -3.7331 -1.2417
N -0.0116 -5.2778 -0.3875
N -0.7962 -3.6187 0.8466
H 0.0355 -5.7315 -1.2886
H 0.7629 -5.5714 0.1905
H -0.3398 -4.0813 1.6199
H -1.4837 -2.8816 0.9099
C -6.5675 -1.7586 -4.5857
O -6.9007 -1.4732 -3.4497
N -7.4986 -2.1304 -5.4841
N -5.3314 -1.9348 -5.0192
H -8.4522 -2.4109 -5.3052
H -7.2818 -1.9204 -6.4479
H -4.6281 -1.5636 -4.3965
H -5.1859 -2.0457 -6.0125
C -3.4514 3.3590 -2.1997
O -2.4223 2.7822 -2.0081
N -4.5770 2.8076 -2.4813
N -3.4553 4.5996 -2.3197
H -4.6291 1.8122 -2.3183
H -5.4215 3.3608 -2.5111
H -2.6720 5.2367 -2.2960
H -4.2818 5.0308 -2.7084
C -2.0572 -0.9403 -6.3334
O -2.1552 -1.4056 -7.4754
N -2.1230 0.2920 -5.8954
N -1.7260 -1.6815 -5.2817
H -2.3239 0.9894 -6.5979
H -2.1577 0.4611 -4.9003
H -1.2826 -2.5786 -5.4190
H -1.3235 -1.1116 -4.5514
C 4.8464 1.5235 -3.9475
O 5.1445 2.7020 -3.9631
N 4.0365 1.0670 -2.9797
N 5.0180 0.6007 -4.8038
H 3.9525 1.8226 -2.3147
H 3.5709 0.1851 -3.1397
H 4.8669 -0.3079 -4.3894
H 5.6782 0.7380 -5.5557
C 6.1923 -3.9545 2.8939
O 7.0046 -4.4417 3.5841
N 5.7956 -2.6989 3.0068
N 5.5903 -4.5967 1.9964
H 6.1429 -2.1724 3.7956
H 5.0141 -2.3964 2.4430
H 4.9342 -4.2767 1.2983
H 5.8666 -5.5678 2.0221
C -3.9399 -0.9093 -1.5432
O -3.6650 -0.2843 -2.5754
N -4.8454 -0.4989 -0.6992
N -3.4420 -1.9679 -1.0653
H -4.9718 -1.0394 0.1446
H -5.5532 0.1423 -1.0278
H -3.8296 -2.3951 -0.2363
H -2.7518 -2.4411 -1.6309
C -3.9206 -6.6692 -0.6095
O -4.6456 -7.4391 0.0216
N -2.8274 -7.0825 -1.2099
N -4.1294 -5.3800 -0.9030
H -2.2973 -6.3693 -1.6899
H -2.5173 -8.0437 -1.2039
H -3.4567 -4.8163 -1.4028
H -5.0018 -4.9764 -0.5929
C 5.9186 3.0864 4.3468
O 6.6476 2.2257 3.8922
N 4.8806 3.4835 3.7351
N 6.1908 3.8353 5.3628
H 4.2043 4.0273 4.2518
H 4.5634 2.8778 2.9917
H 6.9616 3.7609 6.0113
H 5.4471 4.5004 5.5203

Löwdin atomic charge list, values in e, 8 entries: -0.888 0.052 0.206 0.191 0.057 0.076 0.044 0.073

=====

# 2
An isolated molecule of C25H12Cl3N5O3 at a distorted geometry. Source: the Open Molecules 2025 dataset; level of theory: wB97M-V/def2-TZVPD.

Computed properties:
HOMO level   -8.18 eV
Frontier orbital gap   6.78 eV
ΔE to the lowest compared entry with this formula, charge and spin   0.0 kcal/mol
Total charge   0
SMILES string   Cc1[nH]n2c(=O)c3cc(Cl)c(Cl)c(Cl)c3nc2c1/N=N/c1cccc2c1C(=O)c1ccccc1C2=O

Atoms and positions in Å:
O -2.0845 -6.1737 -0.9046
O -0.4781 -2.2092 2.2656
O 1.8791 5.9187 1.0663
Cl 2.8578 8.6223 -3.5141
Cl 2.6017 6.2494 -5.6377
Cl 1.8447 3.3009 -4.7299
N 1.5855 3.0458 -1.7353
N 0.8172 0.3960 -0.4488
N 0.3561 -0.6443 0.1595
C -1.8613 -5.1434 -0.2310
C -0.9632 -3.0033 1.4467
C 1.8369 5.1044 0.1846
C 1.4417 2.7952 -0.4407
C 1.0835 1.5508 0.2612
C 0.9948 1.8402 1.6108
C -3.8068 -5.8143 2.9355
C -3.3608 -4.8065 3.7511
C -0.1681 -2.8708 -2.7697
C 0.2495 -1.7918 -1.9814
C 2.3573 6.6901 -1.6854
C -3.2953 -6.0031 1.6570
C -2.4664 -3.8646 3.2667
C -0.8337 -3.9650 -2.2025
C 2.5119 6.9801 -3.0331
C 2.3938 5.9184 -3.9535
C 2.0806 4.5757 -3.5257
C 1.8998 4.3425 -2.1506
C -0.0219 -1.7724 -0.6067
C 2.0106 5.3871 -1.2280
C -2.3597 -5.0657 1.1260
C -1.9463 -4.0011 1.9578
C -1.0724 -3.9813 -0.8014
C -0.6544 -2.8840 -0.0037
N 1.2655 3.1856 1.8086
N 1.5448 3.7784 0.5342
C 0.7783 0.9043 2.7789
H -4.5323 -6.4772 3.3312
H -3.7696 -4.7342 4.7504
H -0.0094 -2.9298 -3.8907
H 0.8020 -1.0055 -2.5020
H 2.4554 7.5167 -0.9822
H -3.6441 -6.9090 1.1274
H -2.1349 -3.0600 3.9199
H -1.1731 -4.7917 -2.8345
H 0.8396 3.7294 2.5745
H -0.2515 1.0013 3.1382
H 0.9682 -0.1355 2.5411
H 1.4315 1.2042 3.6004

Löwdin atomic charge list, values in e, 8 entries: 0.076 0.069 0.095 0.668 0.674 0.651 0.143 0.105

=====

# 3
C25H15F6MoN5O3S2 as an isolated structure at a distorted geometry. Source: the Open Molecules 2025 dataset; level of theory: wB97M-V/def2-TZVPD.

Computed properties:
HOMO level (spin up / spin down)   -7.71 / -7.82 eV
Frontier orbital gap (spin up / spin down)   5.62 / 5.56 eV
Total charge   0

Atoms and positions in Å:
Mo 0.1839 -0.1862 0.7392
O -1.5731 5.0078 -0.2885
C -2.1163 4.2271 -1.2495
C -2.8974 4.7783 -2.2615
C -3.4516 3.9801 -3.2442
C -3.2405 2.6069 -3.2362
C -2.4743 2.0530 -2.2319
C -1.8986 2.8418 -1.2285
C -1.0910 2.1564 -0.2233
O -1.1448 0.8337 -0.2018
N -0.3490 2.7670 0.6634
N 0.1540 1.7658 1.4443
C 0.4293 1.9477 2.6901
C 0.3066 0.7552 3.5271
C 0.5972 0.7242 4.8796
C 0.2784 -0.4126 5.6058
C -0.3222 -1.4827 4.9648
C -0.5632 -1.3906 3.6030
N -0.2591 -0.3061 2.8990
H -1.8255 5.9237 -0.4508
H -3.0667 5.8496 -2.2694
H -4.0504 4.4338 -4.0231
H -3.6671 1.9788 -4.0054
H -2.2925 0.9874 -2.2029
H 0.5499 2.9447 3.0995
H 1.0663 1.5832 5.3396
H 0.4976 -0.4626 6.6638
H -0.5866 -2.3829 5.4995
H -1.0030 -2.2083 3.0459
S -0.9492 -2.1170 -0.0456
C -0.8556 -1.9663 -1.7949
C -1.7426 -2.6987 -2.5789
C -1.6941 -2.6377 -3.9627
C -2.6285 -3.3982 -4.7422
N -3.3873 -4.0136 -5.3470
C -0.7329 -1.8207 -4.5798
C 0.1479 -1.0887 -3.8014
C 0.1051 -1.1490 -2.4067
S 1.2532 -0.2034 -1.4855
C -0.6572 -1.7262 -6.0109
N -0.5835 -1.6530 -7.1550
H -2.4863 -3.3200 -2.0975
H 0.8804 -0.4504 -4.2774
C 3.9976 -1.0977 0.4059
C 3.0178 -1.4445 1.5173
O 1.7910 -0.8294 1.3832
C 2.7580 -2.9724 1.5495
F 2.4923 -3.4288 0.3270
F 1.7164 -3.2838 2.3310
F 3.8287 -3.6318 2.0150
C 3.5877 -0.9702 2.8779
F 4.8592 -1.3272 3.0609
F 2.8788 -1.4387 3.9170
F 3.5330 0.3711 2.9399
H 3.5858 -1.4091 -0.5486
H 4.9523 -1.5903 0.5790
H 4.1422 -0.0184 0.3829

Löwdin atomic charge list, values in e, 8 entries: 1.322 0.071 -0.256 -0.021 -0.068 -0.070 0.000 -0.069

=====

# 4
C25H16Br2F3N4O3RuS3 as an isolated structure at a distorted geometry. Source: the Open Molecules 2025 dataset; level of theory: wB97M-V/def2-TZVPD.

Computed properties:
HOMO level (spin up / spin down)   -10.69 / -10.71 eV
Frontier orbital gap (spin up / spin down)   5.60 / 5.67 eV
ΔE to the lowest compared entry with this formula, charge and spin   37.2 kcal/mol
Total charge   +1

Atoms and positions in Å:
Ru -0.2522 0.0057 -0.0282
F -0.3497 -4.1168 -3.0044
C -1.4502 -4.5594 -2.3808
F -2.4170 -4.6947 -3.3002
F -1.1876 -5.7805 -1.8967
C -1.8853 -3.6327 -1.2775
C -2.9898 -3.9781 -0.5204
C -3.4265 -3.1451 0.5062
C -2.7062 -2.0016 0.7700
N -1.6354 -1.6842 0.0374
C -1.2450 -2.4342 -0.9769
S 0.0520 -1.6163 -1.7499
H -3.5146 -4.9002 -0.7380
H -4.3013 -3.3847 1.0918
H -2.9721 -1.3251 1.5713
Br -4.2630 2.9633 0.8127
C -3.2122 2.0007 2.0340
C -3.4276 2.1679 3.4209
C -2.6679 1.5027 4.3339
Br -2.9901 1.7589 6.1718
C -1.6354 0.6326 3.9010
C -0.7503 -0.0754 4.7395
C 0.2304 -0.8642 4.1981
C 0.3493 -0.9580 2.8093
N -0.4615 -0.3051 1.9998
C -1.4538 0.4865 2.5138
C -2.2442 1.1616 1.5494
O -1.9760 0.9756 0.2529
H -4.2026 2.8449 3.7521
H -0.8459 0.0236 5.8125
H 0.9221 -1.4089 4.8238
H 1.1071 -1.5764 2.3465
O 4.0034 -0.9365 1.1643
C 4.5786 -0.0488 0.3148
C 5.9608 0.0873 0.4063
C 6.6308 0.9610 -0.4225
C 5.9355 1.7251 -1.3594
C 4.5699 1.5971 -1.4506
C 3.8665 0.7129 -0.6187
C 2.4034 0.6442 -0.7395
O 1.7192 -0.1376 0.0969
N 1.7833 1.3371 -1.6318
N 0.4076 1.1459 -1.5386
C -0.2812 1.7778 -2.4632
S -1.9821 1.6077 -2.6027
C -2.0487 2.3951 -4.2358
C -0.9997 3.4843 -4.2575
S 0.5351 2.7886 -3.5885
H 3.0501 -0.9386 0.9925
H 6.4811 -0.5126 1.1408
H 7.7067 1.0491 -0.3454
H 6.4645 2.4124 -2.0045
H 4.0089 2.1781 -2.1695
H -3.0534 2.7935 -4.3668
H -1.8584 1.6326 -4.9902
H -1.2857 4.3325 -3.6367
H -0.7938 3.8295 -5.2694

Löwdin atomic charge list, values in e, 8 entries: 1.330 0.120 -0.595 0.163 0.165 -0.090 0.039 -0.006

=====

# 5
C25H16BrCl2F4O6PRuS3 as an isolated structure. Source: the Open Molecules 2025 dataset; level of theory: wB97M-V/def2-TZVPD.

Computed properties:
HOMO level (spin up / spin down)   -7.74 / -8.75 eV
Frontier orbital gap (spin up / spin down)   7.73 / 7.69 eV
ΔE to the lowest compared entry with this formula, charge and spin   0.0 kcal/mol
Total charge   0
Multiplicity   5

Atoms and positions in Å:
Ru 0.4056 -0.0268 0.0433
O -1.4151 -0.0863 1.3861
S -1.3473 1.2812 1.9750
O -1.6286 1.3002 3.3810
O -0.0664 1.8784 1.5792
C -2.6216 2.2826 1.1941
C -3.5876 2.7654 2.0629
C -4.5846 3.6277 1.6248
C -4.6197 4.0285 0.3056
C -3.6663 3.5480 -0.5819
C -2.6748 2.6795 -0.1507
S -1.6285 2.0812 -1.4588
O -2.1232 2.5914 -2.6927
O -1.5116 0.6449 -1.3349
O -0.2565 2.7409 -1.1131
H -3.5325 2.4637 3.0985
H -5.3248 3.9887 2.3261
H -5.3847 4.7081 -0.0441
H -3.6836 3.8298 -1.6243
F 3.8842 -6.4694 0.7530
C 3.1566 -5.4861 0.2423
C 3.2381 -5.1933 -1.1081
F 4.0387 -5.9053 -1.8928
C 2.4679 -4.1690 -1.6350
F 2.5563 -3.9728 -2.9528
C 1.6270 -3.3966 -0.8441
P 0.6321 -1.9894 -1.4663
C 1.4789 -1.3716 -2.9395
C 2.8372 -1.0675 -2.8389
C 3.4800 -0.4149 -3.8740
C 2.7660 -0.0416 -5.0067
C 1.4139 -0.3264 -5.1004
C 0.7650 -0.9898 -4.0676
C -0.8889 -2.8149 -1.9949
C -2.0842 -2.4828 -1.3662
C -3.2543 -3.1389 -1.7230
C -3.2301 -4.1171 -2.7039
C -2.0363 -4.4490 -3.3348
C -0.8664 -3.8025 -2.9810
C 1.5377 -3.7329 0.5142
Br 0.3180 -2.8656 1.6589
C 2.2951 -4.7580 1.0509
F 2.2103 -5.0782 2.3378
H 3.3907 -1.3427 -1.9462
H 4.5346 -0.1860 -3.7958
H 3.2668 0.4805 -5.8110
H 0.8549 -0.0236 -5.9759
H -0.2962 -1.1907 -4.1354
H -2.1015 -1.7113 -0.6062
H -4.1839 -2.8804 -1.2340
H -4.1440 -4.6251 -2.9828
H -2.0197 -5.2119 -4.1019
H 0.0630 -4.0574 -3.4759
S 1.2170 1.8257 -1.3328
Cl 2.7360 -0.0903 1.7017
C 2.1265 0.6224 3.2205
Cl 3.2635 0.3474 4.5367
H 1.1804 0.1487 3.4608
H 2.0036 1.6842 3.0550

Löwdin atomic charge list, values in e, 8 entries: 0.808 -0.476 0.471 -0.285 -0.407 -0.204 -0.044 -0.049

=====

# 6
C25H16ClN2O4PRhS2 as an isolated structure. Source: the Open Molecules 2025 dataset; level of theory: wB97M-V/def2-TZVPD.

Computed properties:
HOMO level   -5.38 eV
Frontier orbital gap   7.42 eV
ΔE to the lowest compared entry with this formula, charge and spin   0.0 kcal/mol
Total charge   -1

Atoms and positions in Å:
Rh -0.2390 -0.0733 0.2481
Cl -5.9246 4.3802 -0.5553
C -4.3589 3.6191 -0.4131
C -3.2501 4.3877 -0.0265
C -2.0176 3.8107 0.0930
C -1.8051 2.4206 -0.1449
O -0.6191 1.9585 0.0121
C -2.9418 1.6690 -0.5667
C -2.8895 0.2926 -0.9767
O -1.9357 -0.4860 -0.9739
C -4.2008 2.2932 -0.6868
H -3.3827 5.4429 0.1767
H -1.1548 4.3928 0.3913
H -3.8373 -0.1004 -1.3766
H -5.0506 1.7007 -1.0043
O -1.8397 -0.1600 4.0454
C -1.1987 0.0890 3.0421
O -1.5693 -0.1450 1.8288
C 0.1350 0.8535 3.1957
P 1.2501 0.5446 1.7907
C 2.0774 2.1287 1.4220
C 2.7867 2.2366 0.2273
C 3.4547 3.4088 -0.0864
C 3.4274 4.4845 0.7909
C 2.7368 4.3786 1.9877
C 2.0670 3.2038 2.3038
C 2.6388 -0.4704 2.3780
C 3.0458 -0.3928 3.7094
C 4.1508 -1.1058 4.1468
C 4.8642 -1.8953 3.2557
C 4.4778 -1.9588 1.9259
C 3.3714 -1.2467 1.4862
H 0.5667 0.6572 4.1723
H -0.1469 1.9075 3.1488
H 2.8053 1.4029 -0.4635
H 3.9932 3.4831 -1.0225
H 3.9456 5.4022 0.5423
H 2.7159 5.2108 2.6802
H 1.5396 3.1385 3.2461
H 2.5058 0.2258 4.4139
H 4.4530 -1.0454 5.1846
H 5.7224 -2.4592 3.5990
H 5.0295 -2.5695 1.2232
H 3.0849 -1.2913 0.4458
S 1.1984 -0.4527 -1.5627
C 1.2449 -2.1054 -1.0567
S 0.2467 -2.3268 0.3294
C 2.0215 -3.0820 -1.6440
C 2.8480 -2.7813 -2.7643
N 3.5164 -2.5346 -3.6707
C 2.0435 -4.4099 -1.1290
N 2.0731 -5.4841 -0.7118

Löwdin atomic charge list, values in e, 8 entries: 0.565 0.616 -0.679 -0.103 -0.002 -0.337 -0.176 -0.125

=====

| no. | energy (Ha) |
| --- | --- |
| 1 | -5632.018265 |
| 2 | -2839.928026 |
| 3 | -2925.042266 |
| 4 | -8143.932103 |
| 5 | -6938.317405 |
| 6 | -3081.421136 |